(1)
The following is a DFT calculation (the ωB97M-V functional and the def2-TZVPD basis) of a molecular structure, C46H80Br32N3O3.

Positions of all 164 atoms, in Å:
1 C -2.142 0.784 -0.926
2 C -1.723 1.129 0.526
3 C -0.686 2.255 0.524
4 C -1.109 3.480 -0.232
5 C -2.467 3.871 -0.434
6 C -2.646 4.997 -1.178
7 C -1.553 5.749 -1.675
8 O -1.760 6.847 -2.397
9 N -0.541 7.180 -3.250
10 O -0.018 8.100 -2.844
11 N -0.316 5.388 -1.436
12 N -0.189 4.269 -0.746
13 O -1.233 -0.084 1.070
14 C -0.517 0.081 2.293
15 C -1.331 0.788 3.351
16 C -0.833 1.910 4.007
17 C -1.536 2.567 5.020
18 C -2.790 2.087 5.398
19 C -3.299 0.967 4.734
20 C -2.589 0.327 3.740
21 H -2.412 -0.277 -0.919
22 H -3.034 1.325 -1.244
23 H -1.299 0.915 -1.611
24 H -2.649 1.385 1.063
25 H 0.205 1.870 0.003
26 H -0.365 2.588 1.518
27 H -3.271 3.282 -0.036
28 H -3.646 5.356 -1.403
29 H 0.774 3.977 -0.590
30 H 0.480 0.527 2.182
31 H -0.326 -0.918 2.696
32 H 0.152 2.255 3.712
33 H -1.133 3.426 5.530
34 H -3.347 2.569 6.196
35 H -4.277 0.607 5.041
36 H -3.027 -0.556 3.281
37 Br 0.485 -1.580 0.456
38 C 0.325 -2.404 -1.296
39 C 1.669 -2.604 -1.936
40 Br 2.345 -0.915 -2.639
41 H -0.337 -1.774 -1.886
42 H -0.164 -3.355 -1.107
43 H 1.599 -3.267 -2.797
44 H 2.413 -2.989 -1.247
45 Br -3.593 -3.613 -0.902
46 C -3.685 -5.239 -1.978
47 C -2.426 -6.041 -1.847
48 Br -0.984 -5.246 -2.893
49 H -3.897 -4.933 -2.995
50 H -4.535 -5.798 -1.588
51 H -2.558 -7.044 -2.253
52 H -2.072 -6.114 -0.823
53 Br -3.541 4.084 2.084
54 C -4.503 4.680 3.674
55 C -4.287 6.147 3.927
56 Br -2.531 6.486 4.690
57 H -4.169 4.051 4.493
58 H -5.551 4.474 3.466
59 H -4.998 6.512 4.665
60 H -4.362 6.749 3.027
61 Br -5.955 -2.525 4.599
62 C -7.160 -2.079 6.065
63 C -7.093 -0.613 6.404
64 Br -5.486 -0.186 7.418
65 H -6.894 -2.719 6.899
66 H -8.154 -2.343 5.709
67 H -7.921 -0.330 7.050
68 H -7.090 0.022 5.523
69 Br -5.292 -7.144 -4.435
70 C -6.343 -8.699 -3.918
71 C -7.326 -8.356 -2.830
72 Br -6.445 -8.201 -1.099
73 H -5.639 -9.472 -3.627
74 H -6.863 -9.006 -4.822
75 H -8.054 -9.155 -2.710
76 H -7.845 -7.419 -3.003
77 Br -9.653 -4.464 -0.040
78 C -8.390 -3.905 1.332
79 C -7.271 -4.903 1.493
80 Br -7.854 -6.477 2.490
81 H -8.960 -3.755 2.243
82 H -7.998 -2.950 0.988
83 H -6.475 -4.469 2.086
84 H -6.888 -5.253 0.544
85 Br -4.946 -6.174 1.706
86 C -4.176 -7.907 2.134
87 C -2.958 -7.777 3.008
88 Br -1.404 -7.197 1.987
89 H -3.969 -8.402 1.189
90 H -4.967 -8.444 2.657
91 H -2.680 -8.743 3.425
92 H -3.090 -7.061 3.813
93 Br -1.140 -9.653 -7.230
94 C -1.114 -8.254 -5.880
95 C -0.397 -8.697 -4.634
96 Br -1.504 -9.888 -3.566
97 H -2.148 -7.975 -5.695
98 H -0.590 -7.420 -6.342
99 H -0.191 -7.846 -3.988
100 H 0.529 -9.226 -4.837
101 Br -2.064 11.641 1.629
102 C -2.292 10.804 -0.110
103 C -0.990 10.725 -0.862
104 Br -0.495 12.447 -1.616
105 H -3.050 11.374 -0.638
106 H -2.670 9.806 0.102
107 H -1.083 10.060 -1.716
108 H -0.159 10.400 -0.243
109 Br 7.305 -0.759 -1.983
110 C 6.202 0.722 -2.586
111 C 6.043 1.765 -1.514
112 Br 4.769 1.194 -0.154
113 H 5.256 0.298 -2.911
114 H 6.725 1.137 -3.445
115 H 5.627 2.680 -1.932
116 H 6.971 1.994 -1.001
117 Br 9.337 2.238 -5.087
118 C 9.143 0.817 -6.403
119 C 7.909 1.006 -7.244
120 Br 6.291 0.502 -6.284
121 H 9.152 -0.121 -5.856
122 H 10.034 0.880 -7.024
123 H 7.938 0.351 -8.112
124 H 7.773 2.033 -7.570
125 Br 7.893 5.359 -6.862
126 C 9.807 5.583 -7.117
127 C 10.157 5.705 -8.575
128 Br 10.098 3.972 -9.463
129 H 10.289 4.737 -6.636
130 H 10.062 6.496 -6.584
131 H 11.180 6.054 -8.694
132 H 9.486 6.361 -9.119
133 Br -3.756 -1.245 -3.884
134 C -4.048 -2.650 -5.199
135 C -5.301 -2.410 -5.997
136 Br -6.890 -2.854 -4.966
137 H -4.068 -3.589 -4.657
138 H -3.171 -2.625 -5.843
139 H -5.329 -3.063 -6.866
140 H -5.407 -1.378 -6.316
141 Br 10.854 0.760 -1.328
142 C 12.759 1.026 -1.610
143 C 13.074 1.192 -3.073
144 Br 13.031 -0.509 -4.016
145 H 13.267 0.181 -1.156
146 H 13.008 1.932 -1.062
147 H 14.087 1.567 -3.205
148 H 12.376 1.850 -3.582
149 Br 3.732 4.281 8.199
150 C 3.818 2.786 6.960
151 C 2.941 3.017 5.758
152 Br 1.051 2.737 6.166
153 H 3.546 1.898 7.520
154 H 4.863 2.719 6.665
155 H 3.171 2.295 4.976
156 H 3.027 4.023 5.359
157 Br 7.180 2.070 10.890
158 C 5.362 2.392 11.500
159 C 4.581 1.110 11.615
160 Br 4.025 0.458 9.868
161 H 4.916 3.096 10.803
162 H 5.465 2.863 12.475
163 H 3.658 1.275 12.166
164 H 5.143 0.310 12.085

Output
Total charge = +1
E_LUMO = -0.1548 Ha
Kohn-Sham gap = 6.19 eV
Total energy = -84558.8089 hartree

(2)
The following is a DFT calculation (the ωB97M-V functional and the def2-TZVPD basis) of a molecular structure, C46H82BN10O3PS3Sc.

Positions of all 147 atoms, in Å:
1 Sc -0.132 0.125 0.095
2 C -3.254 -3.813 -0.420
3 C -3.598 -4.098 1.038
4 C -3.718 -5.609 1.246
5 C -4.932 -3.406 1.340
6 N -2.586 -3.588 2.011
7 C -2.907 -3.596 3.362
8 C -1.831 -3.180 4.044
9 N -0.828 -2.914 3.138
10 B 0.587 -2.614 3.681
11 N 1.766 -3.014 2.771
12 C 2.364 -4.239 2.979
13 C 3.554 -4.240 2.356
14 N 3.710 -3.002 1.758
15 C 2.582 -2.268 1.998
16 S 2.271 -0.682 1.438
17 C 4.927 -2.602 1.000
18 C 5.570 -1.373 1.648
19 C 4.546 -2.342 -0.457
20 C 5.944 -3.742 1.038
21 N 0.741 -1.144 4.162
22 C 1.549 -0.877 5.248
23 C 1.206 0.327 5.740
24 N 0.180 0.826 4.957
25 C -0.084 -0.095 3.986
26 S -1.199 0.066 2.697
27 C -0.631 2.028 5.314
28 C -0.039 2.677 6.564
29 C -0.602 3.054 4.180
30 C -2.061 1.576 5.628
31 C -1.288 -3.169 1.897
32 S -0.344 -2.901 0.502
33 H -4.090 -4.141 -1.041
34 H -2.357 -4.342 -0.728
35 H -3.107 -2.744 -0.570
36 H -4.463 -6.019 0.564
37 H -4.023 -5.846 2.266
38 H -2.762 -6.098 1.052
39 H -5.670 -3.702 0.596
40 H -4.816 -2.322 1.302
41 H -5.327 -3.676 2.318
42 H -3.871 -3.890 3.732
43 H -1.693 -3.038 5.102
44 H 0.688 -3.291 4.669
45 H 1.889 -5.002 3.569
46 H 4.296 -5.013 2.324
47 H 4.874 -0.541 1.697
48 H 6.441 -1.070 1.064
49 H 5.902 -1.615 2.659
50 H 3.901 -1.469 -0.531
51 H 4.022 -3.211 -0.860
52 H 5.448 -2.173 -1.047
53 H 6.248 -3.968 2.060
54 H 6.828 -3.422 0.490
55 H 5.562 -4.647 0.563
56 H 2.301 -1.574 5.574
57 H 1.622 0.858 6.574
58 H 1.003 2.962 6.413
59 H -0.117 2.025 7.435
60 H -0.606 3.583 6.770
61 H 0.411 3.432 4.030
62 H -1.249 3.892 4.442
63 H -0.962 2.619 3.252
64 H -2.050 0.806 6.403
65 H -2.547 1.172 4.743
66 H -2.645 2.421 5.993
67 C -1.536 3.107 -1.921
68 C -0.224 3.661 -1.722
69 C 0.222 3.229 -0.475
70 C -0.825 2.365 0.094
71 C -1.955 2.396 -0.825
72 C -3.426 2.205 -0.451
73 C -4.305 1.617 -1.564
74 C -3.582 1.341 0.798
75 C -3.962 3.619 -0.151
76 C 1.338 3.634 0.487
77 C 1.702 2.423 1.364
78 C 2.663 4.102 -0.124
79 C 0.807 4.758 1.398
80 C 0.312 4.691 -2.726
81 C -0.590 4.796 -3.969
82 C 0.290 6.085 -2.070
83 C 1.721 4.400 -3.275
84 H -2.152 3.288 -2.790
85 H -1.059 2.521 1.147
86 H -4.217 0.539 -1.602
87 H -4.023 2.014 -2.540
88 H -5.351 1.873 -1.380
89 H -3.144 0.346 0.634
90 H -4.638 1.199 1.034
91 H -3.102 1.786 1.669
92 H -4.050 4.184 -1.080
93 H -3.290 4.166 0.513
94 H -4.950 3.566 0.314
95 H 2.021 1.592 0.723
96 H 0.883 2.095 2.006
97 H 2.543 2.670 2.014
98 H 3.081 3.331 -0.774
99 H 3.380 4.280 0.680
100 H 2.563 5.034 -0.674
101 H -0.145 4.480 1.854
102 H 0.647 5.674 0.830
103 H 1.526 4.971 2.194
104 H -1.575 5.198 -3.728
105 H -0.712 3.832 -4.466
106 H -0.122 5.479 -4.680
107 H -0.685 6.271 -1.616
108 H 0.474 6.854 -2.824
109 H 1.051 6.184 -1.298
110 H 1.675 3.643 -4.060
111 H 2.409 4.057 -2.514
112 H 2.127 5.309 -3.726
113 C 3.845 1.354 -2.755
114 O 3.033 0.743 -1.743
115 P 1.757 -0.193 -1.992
116 O 0.607 0.745 -2.626
117 C 0.376 1.047 -4.009
118 O 2.136 -1.007 -3.353
119 C 3.187 -1.973 -3.409
120 H 4.878 1.301 -2.418
121 H 3.550 2.395 -2.875
122 H 3.745 0.843 -3.712
123 H -0.694 1.216 -4.113
124 H 0.691 0.224 -4.644
125 H 0.916 1.947 -4.288
126 H 2.898 -2.892 -2.898
127 H 4.110 -1.597 -2.967
128 H 3.362 -2.180 -4.463
129 C -0.305 -2.428 -5.883
130 C -1.534 -3.311 -5.671
131 C -2.786 -2.665 -6.264
132 C -1.715 -3.661 -4.183
133 N -1.642 -2.513 -3.290
134 C -0.728 -2.241 -2.363
135 N -1.088 -1.134 -1.746
136 N -2.231 -0.737 -2.327
137 N -2.582 -1.556 -3.239
138 H -0.055 -2.389 -6.942
139 H 0.565 -2.807 -5.341
140 H -0.510 -1.409 -5.551
141 H -1.369 -4.268 -6.174
142 H -3.041 -1.749 -5.735
143 H -3.638 -3.345 -6.208
144 H -2.620 -2.421 -7.314
145 H -0.932 -4.345 -3.860
146 H -2.683 -4.139 -4.032
147 H 0.140 -2.842 -2.156

Output
Total charge = +1
E_LUMO = -0.0922 Ha
ΔE to the lowest compared entry with this formula, charge and spin = 182.76 kJ/mol
Kohn-Sham gap = 6.46 eV
Total energy = -4896.8090 hartree

(3)
The following is a DFT calculation (the ωB97M-V functional and the def2-TZVPD basis) of 10 unconnected molecules or ions with the total composition C46H84F15NO22.

Positions of all 168 atoms, in Å:
1 C -1.703 -4.720 0.636
2 C -0.897 -5.530 -0.404
3 O -0.104 -6.536 0.199
4 C 0.033 -7.657 -0.541
5 O -0.392 -7.839 -1.689
6 C 0.758 -8.839 0.159
7 F 1.960 -8.791 -0.415
8 F 0.925 -8.705 1.478
9 F 0.176 -9.998 -0.113
10 H -0.953 -4.155 1.189
11 H -2.154 -5.399 1.361
12 H -2.552 -4.127 0.295
13 H -0.379 -4.886 -1.115
14 H -1.715 -5.908 -1.017
15 C -2.335 1.785 2.636
16 C -1.077 2.725 2.372
17 O -0.433 2.421 1.217
18 C 0.487 1.433 1.200
19 O 0.768 0.721 2.190
20 C 1.281 1.311 -0.124
21 F 2.395 0.619 0.149
22 F 0.618 0.685 -1.020
23 F 1.650 2.487 -0.631
24 H -2.147 0.712 2.587
25 H -3.115 1.926 1.888
26 H -2.752 2.023 3.615
27 H -0.348 2.739 3.182
28 H -1.427 3.742 2.195
29 C 5.924 1.003 5.234
30 C 5.518 2.466 5.419
31 O 4.260 2.394 6.124
32 C 4.194 2.604 7.416
33 O 5.087 3.093 8.056
34 C 2.821 2.156 8.047
35 F 1.847 2.210 7.140
36 F 2.963 0.885 8.465
37 F 2.508 2.865 9.130
38 H 5.759 0.284 6.036
39 H 7.007 1.021 5.113
40 H 5.525 0.679 4.273
41 H 5.522 2.962 4.448
42 H 6.297 2.947 6.010
43 C -5.489 9.485 -7.004
44 C -4.766 9.416 -5.642
45 O -4.247 8.067 -5.284
46 C -3.753 7.774 -4.062
47 O -3.697 8.544 -3.097
48 C -3.122 6.371 -3.880
49 F -1.921 6.430 -3.361
50 F -3.885 5.778 -3.012
51 F -3.058 5.696 -5.036
52 H -4.763 9.366 -7.808
53 H -5.965 10.459 -7.113
54 H -6.200 8.660 -6.981
55 H -5.543 9.685 -4.927
56 H -4.084 10.267 -5.666
57 C -13.181 8.606 1.655
58 C -12.340 7.415 2.147
59 O -11.001 7.465 1.663
60 C -10.012 7.912 2.434
61 O -10.090 8.218 3.650
62 C -8.534 7.771 1.823
63 F -7.826 6.781 2.431
64 F -8.719 7.531 0.503
65 F -7.786 8.852 2.039
66 H -14.218 8.457 1.955
67 H -13.183 8.726 0.572
68 H -12.680 9.477 2.079
69 H -12.757 6.432 1.928
70 H -12.293 7.515 3.231
71 C 6.484 -6.399 -2.914
72 O 7.884 -6.381 -3.282
73 C 7.971 -6.219 -4.690
74 C 9.471 -6.136 -5.207
75 O 10.194 -7.390 -5.201
76 C 9.845 -8.457 -6.113
77 C 10.437 -9.807 -5.651
78 O 9.731 -10.983 -6.152
79 C 10.376 -12.263 -6.063
80 H 5.924 -5.525 -3.245
81 H 6.390 -6.492 -1.832
82 H 5.864 -7.157 -3.392
83 H 7.540 -5.277 -5.031
84 H 7.478 -7.060 -5.176
85 H 9.960 -5.525 -4.448
86 H 9.550 -5.633 -6.171
87 H 10.108 -8.246 -7.150
88 H 8.769 -8.631 -6.114
89 H 10.548 -9.884 -4.570
90 H 11.466 -9.862 -6.007
91 H 10.277 -12.467 -4.996
92 H 11.356 -12.146 -6.526
93 H 9.782 -13.005 -6.596
94 C 2.998 -4.920 -6.981
95 O 3.345 -6.369 -7.089
96 C 2.305 -7.318 -7.434
97 C 2.807 -8.744 -7.181
98 O 3.792 -9.171 -8.111
99 C 4.179 -10.495 -7.860
100 C 5.143 -11.063 -8.963
101 O 5.491 -12.437 -8.770
102 C 6.017 -12.996 -9.958
103 H 2.616 -4.585 -7.945
104 H 3.802 -4.331 -6.540
105 H 2.181 -4.839 -6.264
106 H 2.058 -7.196 -8.489
107 H 1.453 -7.014 -6.826
108 H 1.862 -9.285 -7.234
109 H 3.198 -8.859 -6.170
110 H 3.294 -11.123 -7.766
111 H 4.714 -10.536 -6.912
112 H 6.078 -10.502 -8.971
113 H 4.701 -10.908 -9.948
114 H 6.521 -13.863 -9.532
115 H 6.663 -12.444 -10.640
116 H 5.203 -13.498 -10.482
117 C -7.966 0.707 0.052
118 O -8.227 0.468 1.434
119 C -9.468 1.011 1.859
120 C -9.642 0.845 3.420
121 O -9.937 -0.533 3.761
122 C -10.011 -0.759 5.151
123 C -10.208 -2.233 5.491
124 O -9.251 -3.115 4.886
125 C -7.910 -2.873 5.225
126 H -8.741 0.263 -0.572
127 H -7.016 0.214 -0.153
128 H -7.992 1.773 -0.172
129 H -10.267 0.518 1.304
130 H -9.477 2.087 1.682
131 H -10.444 1.502 3.758
132 H -8.725 1.085 3.957
133 H -10.810 -0.127 5.538
134 H -9.076 -0.370 5.555
135 H -11.181 -2.597 5.163
136 H -10.135 -2.343 6.573
137 H -7.338 -3.607 4.657
138 H -7.593 -3.129 6.236
139 H -7.509 -1.900 4.943
140 C 4.891 7.905 1.005
141 O 4.808 8.700 2.173
142 C 3.587 8.471 2.861
143 C 3.488 9.304 4.138
144 O 3.837 10.678 3.955
145 C 3.523 11.590 4.998
146 C 4.258 11.382 6.337
147 O 5.629 11.471 6.198
148 C 6.469 10.610 7.013
149 H 5.697 8.145 0.311
150 H 3.998 7.931 0.381
151 H 5.030 6.903 1.410
152 H 3.399 7.428 3.117
153 H 2.729 8.722 2.238
154 H 4.270 8.946 4.807
155 H 2.493 9.144 4.552
156 H 2.465 11.771 5.187
157 H 3.877 12.537 4.589
158 H 3.991 10.378 6.665
159 H 3.864 12.119 7.037
160 H 6.461 9.586 6.642
161 H 6.147 10.659 8.054
162 H 7.518 10.905 6.992
163 C -4.344 0.974 8.867
164 C -5.324 0.240 9.593
165 N -6.077 -0.404 10.133
166 H -3.347 0.958 9.309
167 H -4.656 2.014 8.772
168 H -4.270 0.523 7.877

Output
E_LUMO = -0.0007 Ha
SMILES = CCOC(=O)C(F)(F)F.CCOC(=O)C(F)(F)F.CCOC(=O)C(F)(F)F.CCOC(=O)C(F)(F)F.CCOC(=O)C(F)(F)F.COCCOCCOC.COCCOCCOC.COCCOCCOC.COCCOCCOC.CC#N
Kohn-Sham gap = 9.50 eV
Total energy = -5010.7788 hartree

- Which of these has the highest E_LUMO?
  C46H84F15NO22

- The lowest Kohn-Sham gap belongs to which entry?
  C46H80Br32N3O3